(1)
Density functional theory data (ωB97M-V with the def2-TZVPD basis set) for a cluster of 2 separate species, C2F3N in total in a non-equilibrium geometry.

Output
E_HOMO (alpha / beta) ... -13.5 / -10.4 eV
LUMO level (alpha / beta) ... -1.0 / -4.3 eV
Relative energy (zero: lowest compared OMol25 entry of this formula, charge and spin) ... 125.5 kcal/mol
Frontier orbital gap (alpha / beta) ... 12.50 / 6.04 eV
Multiplicity ... 1
Molecular weight ... 95.02 g mol⁻¹
Calculated total energy ... -11710.4111 eV

Atoms and positions in Å:
C: -0.459 1.193 1.708
C: 0.543 -0.819 -0.663
N: -1.074 2.128 1.840
F: -0.582 -1.273 -0.120
F: 1.303 -1.551 -1.446
F: 0.269 0.322 -1.319

Atom charges from the Löwdin analysis, given in e for atoms 1 to 2:
1 C -0.02
2 C -0.39

=====

(2)
Density functional theory data (ωB97M-V with the def2-TZVPD basis set) for a structure of composition C45H39N2P3RhS2Te in a non-equilibrium geometry.

Output
Total charge ... +1
E_HOMO (alpha / beta) ... -9.3 / -10.4 eV
LUMO level (alpha / beta) ... -2.1 / -4.4 eV
Frontier orbital gap (alpha / beta) ... 7.21 / 5.98 eV
Multiplicity ... 5
Molecular weight ... 995.38 g mol⁻¹
Calculated total energy ... -110110.7607 eV

Atoms and positions in Å:
Rh: -0.894 -0.392 -0.239
Te: 3.253 1.570 -1.554
C: 4.860 1.854 -0.205
C: 5.440 0.826 0.520
C: 6.478 1.142 1.387
N: 6.958 2.378 1.552
C: 6.395 3.352 0.835
C: 5.341 3.146 -0.049
C: 1.833 1.028 -0.085
P: 0.177 1.777 -0.308
C: -0.448 2.331 1.318
C: 0.370 2.556 2.422
C: -0.169 3.082 3.590
C: -1.522 3.392 3.656
C: -2.345 3.161 2.557
C: -1.812 2.623 1.394
C: 0.362 3.355 -1.174
C: -0.280 3.544 -2.391
C: -0.117 4.743 -3.079
C: 0.685 5.738 -2.546
C: 1.319 5.550 -1.318
C: 1.159 4.363 -0.631
P: 1.502 -0.728 0.395
C: 1.681 -0.801 2.207
C: 0.941 -1.755 2.904
C: 1.114 -1.909 4.274
C: 2.015 -1.100 4.956
C: 2.761 -0.151 4.266
C: 2.603 -0.011 2.894
C: 2.863 -1.786 -0.189
C: 3.771 -2.395 0.677
C: 4.798 -3.183 0.169
C: 4.911 -3.385 -1.199
C: 3.974 -2.829 -2.062
C: 2.951 -2.044 -1.558
H: 5.114 -0.198 0.411
H: 6.956 0.360 1.970
H: 6.801 4.349 0.976
H: 4.911 3.978 -0.594
H: 1.428 2.336 2.363
H: 0.472 3.261 4.446
H: -1.935 3.822 4.561
H: -3.398 3.414 2.605
H: -2.453 2.442 0.534
H: -0.905 2.757 -2.802
H: -0.613 4.893 -4.029
H: 0.817 6.669 -3.082
H: 1.939 6.334 -0.902
H: 1.643 4.219 0.328
H: 0.239 -2.383 2.370
H: 0.550 -2.663 4.810
H: 2.151 -1.222 6.024
H: 3.478 0.466 4.796
H: 3.214 0.702 2.346
H: 3.688 -2.260 1.747
H: 5.509 -3.639 0.849
H: 5.718 -3.991 -1.593
H: 4.035 -3.019 -3.127
H: 2.205 -1.640 -2.231
S: -2.824 0.309 -1.912
P: -2.856 -1.662 -2.261
S: -1.306 -2.563 -1.302
C: -4.431 -2.383 -1.745
C: -5.567 -1.589 -1.609
C: -6.800 -2.186 -1.366
C: -6.895 -3.567 -1.256
C: -5.757 -4.358 -1.376
C: -4.527 -3.769 -1.624
C: -2.748 -2.067 -4.024
C: -1.586 -2.592 -4.579
C: -1.548 -2.912 -5.932
C: -2.665 -2.708 -6.728
C: -3.825 -2.174 -6.178
C: -3.870 -1.854 -4.830
H: -5.483 -0.513 -1.691
H: -7.687 -1.571 -1.266
H: -7.858 -4.030 -1.076
H: -5.832 -5.435 -1.281
H: -3.640 -4.385 -1.724
H: -0.717 -2.760 -3.956
H: -0.644 -3.329 -6.361
H: -2.636 -2.969 -7.778
H: -4.699 -2.015 -6.799
H: -4.778 -1.445 -4.403
C: -2.241 -0.238 5.054
C: -3.172 -0.420 3.844
C: -2.417 -0.612 2.602
N: -1.809 -0.799 1.653
H: -2.836 -0.214 5.966
H: -1.684 0.692 4.971
H: -1.528 -1.060 5.124
H: -3.822 0.443 3.710
H: -3.809 -1.295 3.972

Atom charges from the Löwdin analysis, given in e for atoms 1 to 2:
1 Rh 0.33
2 Te 1.34

=====

(3)
Density functional theory data (ωB97M-V with the def2-TZVPD basis set) for a cluster of 12 separate species, C20H4Cl44F12O4S in total in a non-equilibrium geometry.

Output
E_HOMO ... -10.9 eV
LUMO level ... -0.6 eV
Frontier orbital gap ... 10.26 eV
Multiplicity ... 1
Molecular weight ... 2128.22 g mol⁻¹
SMILES ... O=C1C[C@H](S(=O)(=O)C(F)(F)C(F)(F)C(F)(F)F)[C@@H](C(F)(F)C(F)(F)F)O1.ClC(Cl)(Cl)Cl.ClC(Cl)(Cl)Cl.ClC(Cl)(Cl)Cl.ClC(Cl)(Cl)Cl.ClC(Cl)(Cl)Cl.ClC(Cl)(Cl)Cl.ClC(Cl)(Cl)Cl.ClC(Cl)(Cl)Cl.ClC(Cl)(Cl)Cl.ClC(Cl)(Cl)Cl.ClC(Cl)(Cl)Cl
Calculated total energy ... -623417.0247 eV

Atoms and positions in Å:
O: 2.692 7.172 -0.537
C: 2.346 6.372 -1.422
C: 0.939 6.237 -2.214
C: 0.878 4.688 -2.733
S: -0.598 3.797 -2.021
O: -0.448 2.308 -2.183
O: -0.676 4.198 -0.564
C: -2.201 4.290 -2.828
F: -2.194 5.734 -2.889
F: -2.361 3.792 -4.153
C: -3.551 3.901 -2.025
F: -4.614 4.036 -2.988
F: -3.793 4.875 -1.032
C: -3.665 2.386 -1.481
F: -5.053 2.219 -1.129
F: -3.408 1.482 -2.530
F: -2.913 2.118 -0.323
C: 2.187 4.146 -1.976
C: 2.845 2.751 -2.400
F: 4.252 2.867 -2.100
F: 2.386 1.681 -1.582
C: 2.766 2.419 -3.966
F: 1.465 2.211 -4.458
F: 3.499 3.388 -4.707
F: 3.476 1.182 -4.149
O: 3.098 5.266 -2.009
H: 0.095 6.583 -1.531
H: 1.096 6.874 -3.151
H: 0.890 4.799 -3.873
H: 1.936 4.020 -0.868
Cl: 8.739 4.979 -0.678
C: 6.976 5.176 -0.768
Cl: 6.187 3.889 0.170
Cl: 6.522 6.759 -0.100
Cl: 6.454 5.074 -2.464
Cl: -6.788 -1.058 2.455
C: -6.764 0.421 1.451
Cl: -5.138 0.827 0.851
Cl: -7.858 0.197 0.068
Cl: -7.338 1.777 2.446
Cl: 0.858 -3.716 1.476
C: -0.231 -4.766 0.546
Cl: 0.712 -5.996 -0.325
Cl: -1.355 -5.577 1.645
Cl: -1.149 -3.793 -0.614
Cl: -5.395 -6.315 5.342
C: -5.053 -6.386 3.599
Cl: -5.564 -4.884 2.805
Cl: -3.316 -6.639 3.348
Cl: -5.942 -7.756 2.899
Cl: -7.744 -11.458 7.228
C: -7.161 -9.989 6.418
Cl: -5.496 -10.246 5.852
Cl: -8.209 -9.622 5.031
Cl: -7.196 -8.629 7.562
Cl: -10.655 -4.010 5.487
C: -9.134 -3.206 5.038
Cl: -9.258 -2.601 3.366
Cl: -8.863 -1.813 6.107
Cl: -7.823 -4.395 5.243
Cl: 0.975 -9.140 -4.303
C: 0.930 -7.364 -4.362
Cl: -0.407 -6.773 -3.352
Cl: 2.465 -6.715 -3.753
Cl: 0.685 -6.833 -6.040
Cl: 4.288 7.524 -2.724
C: 5.352 8.821 -3.314
Cl: 4.749 9.416 -4.877
Cl: 5.366 10.154 -2.139
Cl: 7.002 8.193 -3.516
Cl: -3.232 -13.146 3.424
C: -2.527 -11.519 3.305
Cl: -3.828 -10.309 3.304
Cl: -1.456 -11.234 4.694
Cl: -1.593 -11.387 1.800
Cl: 3.655 -1.572 1.938
C: 4.611 -0.168 2.461
Cl: 3.862 0.555 3.901
Cl: 6.264 -0.689 2.851
Cl: 4.663 1.034 1.153
Cl: 14.444 5.176 -0.925
C: 12.758 5.424 -0.423
Cl: 11.781 4.026 -0.922
Cl: 12.684 5.597 1.343
Cl: 12.121 6.894 -1.190

Atom charges from the Löwdin analysis, given in e for atoms 1 to 2:
1 O 0.07
2 C -0.43

=====

(4)
Density functional theory data (ωB97M-V with the def2-TZVPD basis set) for a cluster of 5 separate species, C21H44ClFO12Si in total in a non-equilibrium geometry.

Output
E_HOMO ... -10.8 eV
LUMO level ... 0.5 eV
Frontier orbital gap ... 11.33 eV
Multiplicity ... 1
Molecular weight ... 571.11 g mol⁻¹
SMILES ... CC(C)CC[Si@@H](F)Cl.CCOC(=O)OC.CCOC(=O)OC.CCOC(=O)OC.CCOC(=O)OC
Calculated total energy ... -70179.5780 eV

Atoms and positions in Å:
C: 2.331 0.344 1.620
C: 2.358 -0.464 0.194
C: 3.283 -1.837 0.424
C: 0.900 -0.988 -0.340
C: -0.366 -0.008 0.008
Si: -1.358 -0.562 1.602
F: -1.260 -2.341 1.765
Cl: -0.730 0.450 3.384
H: 3.459 0.617 1.881
H: 1.963 -0.383 2.476
H: 1.752 1.366 1.599
H: 2.882 0.205 -0.615
H: 3.007 -2.590 -0.460
H: 2.936 -2.392 1.421
H: 4.431 -1.605 0.398
H: 0.997 -1.122 -1.517
H: 0.668 -2.055 0.087
H: -0.100 1.144 0.013
H: -1.145 -0.141 -0.887
H: -2.754 -0.239 1.342
C: 3.270 -6.194 -5.710
C: 3.533 -4.789 -5.196
O: 2.328 -4.189 -4.705
C: 1.918 -4.606 -3.483
O: 2.482 -5.430 -2.778
O: 0.755 -3.975 -3.188
C: 0.158 -4.404 -1.967
H: 2.466 -6.188 -6.452
H: 4.172 -6.615 -6.164
H: 2.951 -6.859 -4.902
H: 3.886 -4.163 -6.022
H: 4.314 -4.777 -4.427
H: 0.864 -4.337 -1.133
H: -0.215 -5.427 -2.076
H: -0.689 -3.747 -1.753
C: -7.745 3.133 4.626
C: -7.904 1.907 3.743
O: -6.629 1.425 3.301
C: -5.914 0.727 4.216
O: -6.262 0.476 5.361
O: -4.730 0.381 3.654
C: -3.834 -0.272 4.550
H: -7.155 3.901 4.115
H: -8.721 3.550 4.888
H: -7.216 2.890 5.552
H: -8.469 2.180 2.845
H: -8.466 1.113 4.248
H: -4.308 -1.134 5.030
H: -3.476 0.439 5.300
H: -2.976 -0.629 3.973
C: 6.010 -2.308 -9.477
C: 7.029 -3.425 -9.331
O: 8.195 -2.967 -8.635
C: 8.069 -2.847 -7.291
O: 7.066 -3.098 -6.637
O: 9.238 -2.371 -6.796
C: 9.206 -2.099 -5.397
H: 6.466 -1.429 -9.944
H: 5.162 -2.635 -10.085
H: 5.629 -1.987 -8.502
H: 7.359 -3.745 -10.325
H: 6.601 -4.304 -8.835
H: 8.865 -2.971 -4.830
H: 8.563 -1.236 -5.202
H: 10.222 -1.855 -5.075
C: -5.103 9.106 7.755
C: -6.236 8.452 6.983
O: -5.741 7.778 5.819
C: -5.142 6.582 6.041
O: -4.998 6.041 7.127
O: -4.702 6.103 4.852
C: -3.958 4.892 4.957
H: -4.520 9.762 7.101
H: -5.493 9.692 8.592
H: -4.410 8.359 8.154
H: -6.927 9.225 6.633
H: -6.813 7.765 7.613
H: -4.516 4.127 5.507
H: -2.995 5.089 5.439
H: -3.769 4.519 3.947

Atom charges from the Löwdin analysis, given in e for atoms 1 to 2:
1 C -0.15
2 C -0.38